A single C19H23N3O4 molecule. Source: OMol25; level of theory: ωB97M-V/def2-TZVPD.

Each line ends with the natural charge from an NBO analysis.
CARTESIAN COORDINATES (ANGSTROEM)
C: 0.59 -1.31 2.07  -0.311
C: -0.95 -1.31 2.04  0.667
H: -2.14 -4.34 -3.30  0.184
C: 0.12 3.28 2.65  -0.027
H: -1.77 -2.30 -4.70  0.218
H: -0.77 -2.55 0.45  0.413
C: 1.86 -1.01 -1.16  0.006
H: 0.95 -0.70 2.91  0.236
H: -1.08 -1.41 -1.50  0.162
C: -2.80 -2.06 0.62  -0.229
N: 1.45 -1.69 -0.12  -0.282
C: -3.00 -1.09 -0.55  -0.420
H: 0.17 3.71 4.74  0.221
H: -0.39 -3.41 -4.73  0.217
O: 2.58 1.54 -2.80  -0.558
N: 1.09 -0.80 0.82  -0.155
H: 0.96 -2.33 2.18  0.248
H: -2.75 -0.08 -0.23  0.212
C: -0.97 -2.73 -4.10  -0.644
H: -0.08 1.17 2.76  0.232
C: 0.32 1.99 2.19  -0.198
C: 0.59 4.35 1.88  -0.171
C: -0.44 -4.06 -2.02  -0.652
H: -0.31 -1.93 -3.77  0.206
C: 1.24 0.46 0.39  0.189
H: -1.16 2.65 4.25  0.227
H: 0.44 5.36 2.24  0.215
H: -3.41 -1.75 1.47  0.229
H: -4.05 -1.12 -0.84  0.217
C: -2.15 -1.46 -1.76  -0.074
C: 1.20 4.14 0.67  -0.240
C: -1.55 -3.50 -2.92  0.112
C: 1.38 2.84 0.19  0.309
C: -0.57 3.52 3.96  -0.628
H: -3.09 -3.07 0.31  0.214
O: -2.51 -2.76 -2.18  -0.551
C: 2.13 1.53 -1.69  0.773
H: 0.17 -4.76 -2.59  0.218
H: 1.53 4.96 0.06  0.233
C: 0.97 1.74 0.98  -0.087
H: 0.21 -3.27 -1.65  0.212
H: 2.22 -1.50 -2.05  0.230
H: -1.22 4.38 3.89  0.218
N: -1.43 -2.09 1.06  -0.616
C: 1.77 0.37 -0.91  -0.281
H: -0.88 -4.59 -1.17  0.211
H: -2.33 -0.73 -2.56  0.177
O: -1.62 -0.66 2.81  -0.620
O: 1.95 2.73 -1.04  -0.461

Relative energy (zero: lowest compared OMol25 entry of this formula, charge and spin) (kJ/mol): 221.3
SMILES: Cc1ccc2oc(=O)c3cnn(CC(=O)NCCCOC(C)C)c3c2c1
Molecular weight (g mol⁻¹): 357.4
2S+1: 1
Energy (a.u.): -1203.081099

=====

A gas-phase ion, C4H11N2O (charge +1) in a non-equilibrium geometry. Source: OMol25; level of theory: ωB97M-V/def2-TZVPD.

Each line ends with the natural charge from an NBO analysis.
CARTESIAN COORDINATES (ANGSTROEM)
H: -1.29 -1.96 -1.49  0.218
N: 1.49 2.21 0.00  -0.705
C: -0.74 -1.51 -0.70  -0.256
C: -1.16 -0.05 -0.92  -0.075
H: -1.17 -1.80 0.37  0.198
C: -0.03 0.89 1.50  -0.762
H: 1.14 -0.86 -1.37  0.369
H: -0.83 0.24 1.41  0.263
N: 0.74 -1.57 -0.76  -0.848
O: -0.04 0.99 -0.88  -0.449
H: 0.60 0.23 2.07  0.302
H: -1.92 0.44 -0.25  0.213
H: 1.73 2.55 -0.92  0.440
H: 1.77 2.85 0.72  0.426
H: -1.43 0.24 -1.93  0.227
H: 1.06 -2.49 -1.02  0.394
C: 0.53 1.32 0.24  0.760
H: -0.35 1.64 2.19  0.285

Relative energy (zero: lowest compared OMol25 entry of this formula, charge and spin) (kJ/mol): 223.8
SMILES: CC(=[NH2+])OCCN
Molecular weight (g mol⁻¹): 103.1
2S+1: 1
Energy (a.u.): -343.478930
Net charge: +1

=====

A single C2H2O2 molecule in a non-equilibrium geometry. Source: OMol25; level of theory: ωB97M-V/def2-TZVPD.

Each line ends with the natural charge from an NBO analysis.
CARTESIAN COORDINATES (ANGSTROEM)
O: -1.12 -0.78 0.01  -0.327
C: 0.23 0.72 0.01  0.142
H: 0.98 1.43 0.20  0.194
C: 0.28 -0.62 -0.01  0.087
O: -1.12 0.82 -0.02  -0.319
H: 0.75 -1.57 -0.19  0.222

Relative energy (zero: lowest compared OMol25 entry of this formula, charge and spin) (kJ/mol): 233.6
Molecular weight (g mol⁻¹): 58.0
2S+1: 3
Energy (a.u.): -227.633995

=====

A single C20H24N2O3 molecule in a non-equilibrium geometry. Source: OMol25; level of theory: ωB97M-V/def2-TZVPD.

Each line ends with the natural charge from an NBO analysis.
CARTESIAN COORDINATES (ANGSTROEM)
C: -1.45 -1.13 2.80  -0.423
C: 1.43 -1.86 0.83  -0.075
C: -0.35 1.34 -1.68  -0.449
O: 1.72 2.38 -1.13  -0.733
H: -1.30 -1.67 -0.61  0.205
H: 1.38 3.20 -1.36  0.489
H: -2.16 0.20 -1.83  0.213
N: -1.28 -1.90 1.48  -0.468
H: -0.78 -3.88 0.71  0.189
H: -1.90 -1.75 3.60  0.206
C: -0.60 -3.28 1.56  -0.184
C: -1.00 -1.06 0.28  -0.076
C: 0.49 -0.92 0.29  0.163
C: 5.06 -1.54 -0.03  0.252
C: 4.96 -0.50 -0.89  -0.270
H: 0.41 1.83 0.29  0.170
C: -5.12 2.95 -1.39  -0.658
H: -0.10 0.68 -2.56  0.226
H: 7.08 -1.65 0.01  0.478
C: 0.75 1.43 -0.65  0.302
H: 1.33 -4.03 1.19  0.213
O: 6.32 -2.19 0.07  -0.709
H: -3.17 3.89 0.17  0.139
C: -2.62 2.21 -1.10  -0.128
O: -1.19 3.96 -0.22  -0.558
H: 4.11 -2.84 1.29  0.214
H: -5.96 2.67 -0.81  0.227
H: -1.03 -3.83 2.36  0.206
C: 3.97 -2.07 0.52  -0.220
C: 2.78 -1.48 0.42  -0.075
C: 1.01 -3.07 1.53  -0.446
C: 2.64 -0.33 -0.39  0.144
C: -2.36 3.45 -0.28  0.374
H: -4.23 0.89 -1.70  0.194
H: -5.45 3.00 -2.40  0.233
H: 1.38 -2.94 2.57  0.206
C: -1.70 0.90 -1.17  -0.206
H: -4.67 3.87 -1.16  0.209
H: -2.05 -0.23 2.75  0.203
H: -0.44 2.37 -2.03  0.225
H: 3.58 0.90 -1.82  0.233
H: -2.81 -0.14 0.28  0.229
N: 1.31 0.07 -0.39  -0.399
C: -1.75 0.26 0.26  -0.415
H: -1.41 0.91 1.11  0.225
H: 5.86 -0.23 -1.40  0.208
H: -0.41 -0.87 3.07  0.182
C: -4.00 1.91 -1.34  -0.063
C: 3.72 0.12 -1.10  -0.204

Relative energy (zero: lowest compared OMol25 entry of this formula, charge and spin) (kJ/mol): 623.4
SMILES: C/C=C(\C=O)[C@@H]1C[C@H]2c3c(c4cc(O)ccc4n3[C@@H](O)C1)CCN2C
Molecular weight (g mol⁻¹): 340.4
2S+1: 1
Energy (a.u.): -1111.590415

=====

A single C19H39N4O molecule in a non-equilibrium geometry. Source: OMol25; level of theory: ωB97M-V/def2-TZVPD.

Each line ends with the natural charge from an NBO analysis.
CARTESIAN COORDINATES (ANGSTROEM)
H: 4.78 -1.10 0.89  0.214
C: -0.48 2.60 -0.52  -0.419
H: -4.73 -1.94 -0.60  0.224
C: -2.35 3.95 0.79  -0.626
H: 5.20 0.95 -1.22  0.366
H: -1.84 -0.99 4.04  0.221
H: -0.08 2.41 0.51  0.212
H: -4.12 -0.59 0.49  0.211
H: 0.42 2.87 -1.16  0.203
H: -1.66 3.82 -2.78  0.215
C: -2.77 -3.51 -1.02  -0.611
H: 1.86 1.21 -0.62  0.209
H: -2.80 -4.44 -0.38  0.231
C: 0.56 -0.57 -0.84  -0.432
C: -4.04 -1.70 0.26  -0.631
H: -4.36 -2.37 1.12  0.223
H: 4.02 0.61 1.10  0.198
H: -1.86 -3.60 -1.68  0.218
H: 6.17 -0.68 -2.75  0.358
C: 4.36 -0.17 0.36  -0.224
H: -1.37 -1.56 -2.02  0.220
C: 0.11 -1.71 2.54  -0.610
H: -2.87 -2.28 3.24  0.225
C: 6.54 -0.57 -0.72  0.551
H: -3.66 -3.42 -1.72  0.207
H: -2.47 5.25 -1.90  0.217
H: 0.12 -2.76 2.99  0.236
H: -2.28 1.50 -1.23  0.204
H: 7.49 -0.16 0.85  0.342
H: 1.65 0.30 0.99  0.209
N: 7.57 -0.79 0.04  -0.610
H: -2.80 -0.52 -1.64  0.216
H: 0.99 -1.51 1.87  0.216
N: -1.70 -2.54 0.99  -0.016
H: -2.20 0.57 1.24  0.215
H: -2.95 3.00 0.91  0.203
C: -1.94 -1.10 -1.15  -0.425
C: 1.76 0.19 -0.12  -0.418
H: -3.18 -0.54 2.86  0.209
C: -2.56 -2.16 -0.15  0.104
N: 5.50 0.42 -0.40  -0.693
C: 3.11 -0.59 -0.53  -0.426
C: -1.31 -1.39 1.84  0.106
C: -2.34 -1.28 3.08  -0.627
C: -1.21 0.01 1.10  -0.448
H: -0.68 4.78 -0.37  0.196
H: 5.57 -1.90 -1.83  0.363
H: -0.44 0.65 1.64  0.230
N: 6.42 -1.33 -1.99  -0.851
H: 3.39 -0.35 -1.61  0.195
C: -0.90 -0.06 -0.46  0.014
H: -0.81 1.24 -2.29  0.214
H: 0.68 -0.38 -1.96  0.206
H: 2.92 -1.72 -0.53  0.209
H: -3.20 3.59 -1.76  0.205
H: -1.65 4.10 1.67  0.211
H: 0.20 -1.01 3.44  0.201
H: -3.03 4.87 0.76  0.215
C: -2.21 4.14 -1.86  -0.631
H: 0.72 -1.68 -0.69  0.230
C: -1.17 1.34 -1.22  -0.408
C: -1.40 3.91 -0.51  -0.198
O: -0.70 -3.30 0.64  -0.366

Molecular weight (g mol⁻¹): 339.5
2S+1: 2
Energy (a.u.): -1041.427758

=====

A molecular structure, C4H11N3. Source: OMol25; level of theory: ωB97M-V/def2-TZVPD.

Each line ends with the natural charge from an NBO analysis.
CARTESIAN COORDINATES (ANGSTROEM)
C: -0.74 -0.88 1.10  -0.429
C: 0.28 -0.51 -1.67  0.073
H: -0.34 -0.55 -2.57  0.171
H: -0.68 -0.35 2.06  0.189
N: -0.45 0.01 -0.01  -0.387
H: -0.01 -1.70 1.12  0.206
N: 1.13 0.51 -1.54  -0.688
H: -1.74 -1.31 1.01  0.207
H: 2.03 -0.03 1.60  0.367
H: -1.44 1.73 0.72  0.181
N: 2.08 -0.07 0.60  -0.838
H: -1.17 1.65 -1.04  0.231
C: 1.11 0.64 -0.13  0.300
H: 2.31 -0.99 0.24  0.375
C: -1.44 1.07 -0.16  -0.425
H: -2.44 0.65 -0.29  0.198
H: 0.45 -1.54 -1.28  0.107
H: 1.05 1.67 0.25  0.159

Relative energy (zero: lowest compared OMol25 entry of this formula, charge and spin) (kJ/mol): 407.5
Molecular weight (g mol⁻¹): 101.2
2S+1: 1
Energy (a.u.): -323.151320